Entry 1:
A molecular structure, C15H27ClMgNO6S in a non-equilibrium geometry. Source: the OMol25 dataset; level of theory: wB97M-V/def2-TZVPD.

Atoms and positions in Å:
C -6.34732 4.46545 0.28205
C -5.86262 4.26534 -0.78578
C -5.19313 3.91325 -2.02051
C -4.16104 2.76262 -1.85965
C -3.77056 2.43151 -0.41564
C -2.78667 1.26548 -0.37881
C -2.81588 0.25745 0.76126
C -1.70798 -0.71798 0.27044
N -0.71093 0.18636 -0.42214
C -1.30520 1.55226 -0.60211
C -0.59854 2.50468 0.35586
C 0.76898 2.93292 -0.24166
H -6.74177 4.52101 1.26302
H -5.95936 3.56430 -2.70356
H -4.69153 4.77983 -2.44411
H -4.59684 1.85100 -2.25259
H -3.21503 2.98921 -2.39845
H -4.65130 2.12964 0.13632
H -3.38479 3.31235 0.08981
H -3.06448 0.64921 -1.24219
H -3.76232 -0.25264 0.63817
H -2.65867 0.70519 1.73253
H -2.13315 -1.31406 -0.51721
H -1.32587 -1.24173 1.12541
H -0.40770 -0.16065 -1.32830
H 0.12966 0.14650 0.17394
H -1.17971 1.99250 -1.59118
H -1.16109 3.41799 0.51255
H -0.37949 2.04281 1.31264
H 0.92752 4.00137 -0.16064
H 0.86299 2.66183 -1.29096
H 1.57864 2.44890 0.28318
C 3.28735 -3.08985 0.39894
C 4.11482 -2.30128 -0.58679
O 3.68992 -0.93057 -0.37866
S 3.32310 -0.72375 1.15202
O 4.40958 -0.13488 1.83330
O 2.02654 -0.12772 1.22786
O 3.21860 -2.24753 1.56618
H 2.25887 -3.24949 0.01792
H 3.72996 -4.04954 0.65200
H 3.94220 -2.60363 -1.61449
H 5.17993 -2.36229 -0.36395
Cl 0.21022 -2.62588 -0.56934
C 5.82717 -6.76308 2.34830
C 6.25542 -5.47013 1.50914
O 7.19067 -4.87336 2.01531
O 5.55777 -5.31868 0.50495
H 6.45981 -6.86495 3.22171
H 4.78960 -6.63941 2.64705
H 5.93184 -7.63239 1.70497
Mg -1.96025 3.71805 -3.62761

Forces on the atoms, in the same order (eV/Å):
-0.2177 -0.1296 0.6138
0.4276 -0.0341 -0.2406
0.3540 -0.4165 -0.2053
-0.5905 -0.0339 1.1608
0.6204 -0.0658 0.1109
-0.1253 0.0387 -0.4242
0.1799 0.0328 -1.5294
-1.7469 1.5909 0.4522
0.8100 0.0046 0.1352
-0.5267 0.7632 1.4064
0.8422 0.4434 -0.6220
-0.1271 -0.1746 0.2091
-0.2137 0.2679 0.1404
-0.0276 0.2133 -0.4290
-0.1497 0.2952 -0.1410
0.2000 -0.1399 -0.5189
-0.8254 -0.4124 0.3624
-0.3092 0.0555 0.0289
0.0704 0.1394 0.1441
-0.0228 -0.0764 -0.1969
-0.2648 -0.1849 0.8268
-0.0036 -0.1320 0.3004
0.0342 -0.7086 0.1831
0.7261 -0.4786 -0.3323
0.0281 -0.8033 0.1486
0.2700 0.3542 -0.3338
0.4413 -0.6445 -0.3894
-0.4622 -0.0977 0.1338
-0.4294 -0.0949 0.2905
-0.0051 0.1727 0.0323
-0.0132 0.0143 -0.1932
0.3146 -0.1505 0.0865
-0.3151 -0.2139 -0.2381
0.3891 -0.0626 0.1443
-0.2980 -0.2011 -0.0316
-0.1296 -0.2864 -0.2437
0.1162 0.2517 0.2913
-0.1792 0.3301 -0.1341
0.1422 -0.0623 -0.1517
0.0945 0.0817 0.0993
0.0838 0.0809 0.1894
-0.1768 0.2580 -0.0587
0.0057 0.0169 -0.0006
0.3807 -0.2639 -0.3377
-0.3014 -1.3277 0.9277
0.5692 1.7262 -1.2598
-0.1415 -0.5062 0.4987
-0.3900 -0.6329 0.4178
0.1549 0.2562 -0.0820
-0.0240 0.2786 -0.2090
0.0449 0.2054 -0.2672
0.7165 0.4631 -0.7644

Calculated values
total charge	+1
energy	-2151.8329	a.u.
E_HOMO	-10.067	eV

---

Entry 2:
5 unconnected molecules or ions with the total composition BrH8O4. Source: the OMol25 dataset; level of theory: wB97M-V/def2-TZVPD.

Atoms and positions in Å:
Br 0.21094 0.23131 0.64813
O -0.55803 -2.42502 -1.65676
H -1.37749 -2.84084 -1.37362
H -0.39701 -1.74226 -0.97767
O -0.15692 -1.55159 3.58223
H 0.54427 -1.57244 2.91579
H 0.26085 -1.73728 4.42932
O -0.95224 3.31829 -0.56890
H -0.78745 3.94697 0.13986
H -0.46940 2.51739 -0.28095
O 1.13765 0.87667 -2.58397
H 1.66286 0.07256 -2.63663
H 0.88198 0.90625 -1.63683

Forces on the atoms, in the same order (eV/Å):
0.1114 -0.0347 -0.1501
-0.0261 -0.0136 0.1937
0.0280 0.0543 0.0076
0.0699 0.0767 -0.1290
-0.0014 -0.2714 0.2669
-0.2153 0.3067 -0.0560
0.1003 0.0113 -0.1675
0.2304 -0.0389 0.1180
-0.0038 -0.0582 -0.0030
-0.2997 0.0231 -0.0516
0.0938 0.1050 0.2792
-0.0982 -0.0305 0.0335
0.0107 -0.1297 -0.3417

Calculated values
total charge	-1
relative energy (zero: lowest compared OMol25 entry of this formula, charge and spin)	0.432	eV
energy	-2879.8807	a.u.
E_HOMO	-4.814	eV

---

Look up the E_HOMO of the first one.
-10.067 eV

---

What is the energy in the first record?
-2151.8329 a.u.

---

Number 1 is which compound?
C15H27ClMgNO6S